(1)
42
Properties=species:S:1:pos:R:3 method="wB97M-V/def2-TZVPD" smiles="CCCCOC(=O)Nc1ccc(N2CCOCC2)cc1" max_force_ha_per_bohr=0.0112 charge=0 molar_mass_g_mol=278.35 gap_ev=8.3149 e_homo_ev=-7.50 e_above_lowest_ev=1.439
C -7.2328 -1.3558 -1.3436
C -6.6739 -0.6833 -0.0958
C -5.3070 -0.0595 -0.3614
C -4.7447 0.6090 0.8902
O -3.5079 1.2661 0.6287
C -2.4000 0.4802 0.6404
O -2.4079 -0.6978 0.8879
N -1.3255 1.2539 0.3397
C 0.0254 0.8919 0.2705
C 0.9576 1.8802 -0.0367
C 2.3004 1.5826 -0.1141
C 2.7661 0.2816 0.1019
N 4.1370 0.0308 0.0757
C 4.9108 0.4781 -1.0673
C 6.3761 0.6185 -0.6520
O 6.8823 -0.6028 -0.1668
C 6.1238 -1.0474 0.9326
C 4.6450 -1.2305 0.5726
C 1.8215 -0.6998 0.4074
C 0.4748 -0.4029 0.4950
H -8.2058 -1.7953 -1.1374
H -6.5643 -2.1439 -1.6821
H -7.3458 -0.6332 -2.1489
H -6.5826 -1.4201 0.7047
H -7.3662 0.0914 0.2423
H -4.6069 -0.8313 -0.6871
H -5.3862 0.6861 -1.1560
H -4.5936 -0.1368 1.6776
H -5.4137 1.3946 1.2487
H -1.5334 2.2282 0.1695
H 0.6254 2.8951 -0.2060
H 2.9998 2.3766 -0.3269
H 4.5356 1.4331 -1.4302
H 4.8458 -0.2590 -1.8855
H 6.9969 0.8902 -1.5074
H 6.4614 1.3935 0.1252
H 6.5628 -1.9968 1.2435
H 6.2026 -0.3210 1.7562
H 4.1002 -1.5129 1.4738
H 4.5534 -2.0327 -0.1780
H 2.1283 -1.7208 0.5691
H -0.2346 -1.1783 0.7298

---

(2)
43
Properties=species:S:1:pos:R:3 method="wB97M-V/def2-TZVPD" smiles="O=C([C@H](CO)NC(=O)[C@H]1C[C@@]2(C1)C[C@]21CC1)N1CCCO1" max_force_ha_per_bohr=0.0336 charge=0 molar_mass_g_mol=294.35 gap_ev=8.2264 e_homo_ev=-7.54 e_above_lowest_ev=8.556
O 2.0083 -0.1255 -2.2613
C 1.3407 -1.1004 -2.0130
C -0.0646 -0.9484 -1.4362
C -1.0602 -0.5959 -2.5335
O -1.0398 -1.6447 -3.4850
N 0.0097 0.1321 -0.4730
C -0.8313 0.1964 0.5944
O -1.6957 -0.6386 0.7954
C -0.5845 1.3451 1.5376
C 0.0310 0.9571 2.9145
C -0.9515 1.9324 3.5374
C -1.8210 1.8946 2.2867
C -0.6179 3.0576 4.3335
C -1.2547 1.8447 5.0985
C -2.7074 2.3289 5.5389
C -2.5251 0.9521 5.2003
N 1.9371 -2.3724 -2.1121
C 2.8934 -2.6506 -1.0235
C 3.0260 -4.1561 -1.1350
C 1.5846 -4.5605 -1.4351
O 0.9350 -3.3946 -1.9567
H -0.3809 -1.8585 -0.9367
H -2.0450 -0.4744 -2.0738
H -0.7522 0.3574 -2.9799
H -1.6677 -1.4427 -4.1835
H 0.6916 0.8530 -0.6451
H -0.0088 2.1424 1.0661
H -0.2311 -0.0717 3.1686
H 1.0954 1.1236 3.0714
H -2.2567 2.8246 1.9243
H -2.5849 1.1131 2.3278
H 0.3975 3.2590 4.6594
H -1.2387 3.9416 4.2318
H -2.7032 2.6188 6.5802
H -3.2677 2.9798 4.8731
H -2.9532 0.5991 4.2654
H -2.4309 0.1872 5.9608
H 3.8137 -2.1036 -1.2061
H 2.4708 -2.3581 -0.0546
H 3.6784 -4.4042 -1.9707
H 3.4151 -4.6177 -0.2302
H 1.5189 -5.3612 -2.1725
H 1.0441 -4.8577 -0.5351

---

(3)
44
Properties=species:S:1:pos:R:3 method="wB97M-V/def2-TZVPD" max_force_ha_per_bohr=0.0322 charge=+1 molar_mass_g_mol=308.36 gap_ev=6.5880 e_homo_ev=-12.12 e_above_lowest_ev=3.239
C 3.7526 0.6397 0.6164
C 3.6213 2.0120 -0.0036
O 2.2790 2.2686 -0.4775
C 1.4337 2.8015 0.4212
O 1.6967 3.7313 1.1359
C 0.0857 2.1272 0.4189
C -0.9936 3.0050 1.0600
C -2.4025 2.7384 0.5545
N -2.9205 1.3752 0.9096
C -2.6936 0.2869 -0.0421
C -3.8449 0.4161 -1.1049
N -4.8123 1.2925 -0.4091
C -4.3038 1.5168 0.8340
N -5.0912 1.7787 1.9129
H 4.8140 0.4842 0.8354
H 3.2235 0.5530 1.5686
H 3.4509 -0.1646 -0.0529
H 4.2809 2.1019 -0.8685
H 3.9272 2.7890 0.7001
H 0.1598 1.1701 0.9471
H -0.1840 1.8809 -0.6147
H -0.9991 2.8830 2.1443
H -0.7743 4.0575 0.8585
H -2.4949 2.9005 -0.5303
H -3.0729 3.4695 1.0262
H -1.6886 0.2074 -0.4458
H -2.8835 -0.6377 0.5044
H -3.5538 0.8101 -2.0753
H -4.2644 -0.5868 -1.1558
H -5.0224 2.1427 -0.9286
H -5.4412 0.9858 2.4298
H -5.3035 2.7000 2.2579
C 3.3258 -5.5762 -1.4487
C 3.8991 -4.6042 -0.7438
C 3.1221 -3.4307 -0.2758
O 3.6413 -2.5415 0.3649
C 1.6790 -3.3816 -0.6228
C 1.1043 -4.3513 -1.3270
C 1.8830 -5.5289 -1.7964
O 1.3535 -6.4087 -2.4352
H 3.8723 -6.4415 -1.8010
H 4.9482 -4.6175 -0.4781
H 1.1358 -2.5143 -0.2684
H 0.0552 -4.3404 -1.5944

---

(4)
50
Properties=species:S:1:pos:R:3 method="wB97M-V/def2-TZVPD" smiles="O=[N+]([O-])c1cc([N+](=O)[O-])c2no[n+]([O-])c2c1.C=C(OCCCC)O[Si](C)(C)C" max_force_ha_per_bohr=0.0558 charge=0 molar_mass_g_mol=414.45 gap_ev=6.3840 e_homo_ev=-8.91
O -6.2295 5.0813 1.2106
N -5.8461 3.8987 1.1752
O -5.6709 3.2710 0.0982
C -5.5591 3.2065 2.4135
C -5.4558 3.9283 3.6301
C -5.0084 3.3067 4.7978
N -4.8683 4.1028 6.0098
O -4.4368 3.6095 7.0648
O -5.2055 5.3078 5.9187
C -4.6448 1.8960 4.7325
N -4.0357 1.1288 5.6683
O -3.7706 -0.0618 5.0084
N -4.2101 -0.0313 3.6826
O -3.9970 -0.9685 2.9270
C -4.7947 1.2322 3.4974
C -5.2465 1.8373 2.3361
H -5.7187 4.9832 3.6443
H -5.3554 1.2528 1.4274
C -2.3649 2.8050 0.7644
C -2.1993 1.4572 0.8132
O -1.0719 0.8216 1.2174
C -0.9171 0.8167 2.6685
C 0.4988 0.3811 3.0093
C 0.6973 0.3747 4.5131
C 2.0888 -0.0933 4.9355
O -3.1896 0.6463 0.4026
Si -3.2039 -0.1859 -1.0982
C -4.6011 -1.3486 -0.7402
C -3.6311 1.1324 -2.3374
C -1.5630 -1.0198 -1.3201
H -3.2163 3.1618 0.1949
H -1.6062 3.4655 1.1703
H -1.6461 0.0921 3.0571
H -1.1537 1.8258 3.0385
H 1.2201 1.0632 2.5337
H 0.6589 -0.6308 2.6096
H -0.0717 -0.2628 4.9697
H 0.5188 1.3940 4.8761
H 2.1675 -0.0373 6.0235
H 2.2712 -1.1301 4.6325
H 2.8652 0.5434 4.4987
H -4.7849 -1.9976 -1.6041
H -4.3688 -1.9727 0.1319
H -5.5182 -0.7836 -0.5243
H -3.8533 0.6524 -3.3002
H -4.5184 1.7002 -2.0206
H -2.8090 1.8436 -2.4969
H -1.5602 -1.5201 -2.2994
H -0.7139 -0.3238 -1.2907
H -1.4003 -1.7907 -0.5535

---

(5)
52
Properties=species:S:1:pos:R:3 method="wB97M-V/def2-TZVPD" max_force_ha_per_bohr=0.0148 charge=+3 molar_mass_g_mol=491.48 gap_ev="6.5361 / 7.1649" e_homo_ev="-17.22 / -17.23" spin_multiplicity=2 e_above_lowest_ev=0.000 s_squared=0.760
V 0.8628 -0.1749 -0.6620
C 3.1586 2.9370 1.9406
N 3.9725 1.9732 1.1786
C 5.4409 2.0400 1.2816
C 3.3710 1.0844 0.4196
N 2.0478 0.9952 0.3042
N 4.1664 0.1988 -0.2849
C 3.7607 -0.6435 -1.2832
N 4.7128 -1.2599 -1.9630
N 2.4757 -0.8282 -1.5358
H 3.8259 3.5982 2.4811
H 2.5247 2.4165 2.6588
H 2.5516 3.5445 1.2679
H 5.6993 2.8008 2.0091
H 5.8860 2.3221 0.3262
H 5.8516 1.0972 1.6480
H 1.5440 1.7936 0.6968
H 5.1605 0.2629 -0.1217
H 5.6947 -1.0797 -1.8156
H 4.4853 -1.9242 -2.6882
H 2.2971 -1.3979 -2.3582
C -2.9899 -4.1570 3.0147
N -2.3742 -3.1702 2.1255
C -0.9618 -2.8427 2.0794
C -0.9910 -1.8034 0.9956
O 0.1029 -1.1991 0.5959
N -2.1629 -1.5751 0.5228
C -3.0048 -2.4286 1.2317
N -4.2949 -2.4487 0.9896
H -2.2076 -4.6342 3.5974
H -3.4998 -4.9225 2.4304
H -3.6855 -3.6707 3.6980
H -0.3466 -3.7034 1.8053
H -0.6002 -2.4344 3.0265
H -4.6718 -1.8473 0.2744
H -4.9276 -3.0582 1.4851
O -0.0922 -0.6977 -2.3030
S -0.7138 0.6565 -2.6711
O -0.3263 1.1313 -3.9410
N -0.1406 1.3618 -1.2846
C -1.1186 2.1334 -0.6270
S -0.7987 2.9787 0.7119
C -2.4216 1.9060 -1.2897
C -3.6221 2.5301 -0.9845
C -4.7450 2.2049 -1.7347
C -4.6823 1.2837 -2.7811
C -3.4852 0.6631 -3.1143
C -2.3888 0.9746 -2.3325
H -3.6674 3.2633 -0.1901
H -5.6853 2.6936 -1.5168
H -5.5711 1.0712 -3.3597
H -3.4148 -0.0151 -3.9541

---

(6)
47
Properties=species:S:1:pos:R:3 method="wB97M-V/def2-TZVPD" smiles="C=CS(=O)(=O)N(C)CC(=O)N[C@@H](Cc1ccc(C)cc1C)B(O)O" max_force_ha_per_bohr=0.0944 charge=0 molar_mass_g_mol=354.24 gap_ev=8.4071 e_homo_ev=-8.02 e_above_lowest_ev=0.000
C -3.4733 3.2584 0.1132
C -3.2504 2.4552 -0.9017
S -2.0612 1.0575 -0.5723
O -1.4473 1.2547 0.7950
O -2.7691 -0.3208 -0.5886
N -1.2064 1.4837 -2.0351
C 0.0300 2.0546 -1.4883
C -1.1877 0.3463 -2.9295
C -0.1388 -0.5926 -2.4446
O 1.0598 -0.3706 -2.6191
N -0.5189 -1.5980 -1.6208
C 0.2922 -2.6934 -1.0541
C 1.6557 -2.1860 -0.4852
C 1.5087 -1.1601 0.5930
C 0.8193 -1.4485 1.7390
C 0.6689 -0.5435 2.7607
C 1.1557 0.7844 2.6388
C 1.0677 1.5702 3.8243
C 1.7874 1.0995 1.4508
C 2.0602 0.1259 0.4673
C 2.9926 0.3512 -0.6996
B -0.5673 -3.2974 0.2043
O -1.4943 -2.6968 0.9514
O -0.1401 -4.5918 0.5218
H -4.1410 4.0736 0.0227
H -2.9509 3.2179 1.0383
H -3.7687 2.4313 -1.8514
H 0.7962 2.1880 -2.2784
H 0.5876 1.3476 -0.8072
H -0.1010 3.0646 -1.0765
H -0.9641 0.6389 -3.9658
H -2.1234 -0.1832 -3.0516
H -1.5496 -1.7246 -1.5829
H 0.3949 -3.3434 -1.9181
H 2.2365 -2.9602 -0.0904
H 2.1127 -1.8045 -1.3921
H 0.5061 -2.4834 1.9690
H -0.0859 -0.6945 3.5973
H -0.0289 1.8881 3.9990
H 1.6709 2.4724 3.7156
H 1.3600 0.9675 4.7283
H 2.1656 2.0676 1.2566
H 3.4884 1.3014 -0.5228
H 3.8221 -0.3554 -0.8228
H 2.4072 0.3670 -1.6100
H -2.0361 -1.9196 0.6786
H -0.6418 -4.8990 1.3438

---

(7)
50
Properties=species:S:1:pos:R:3 method="wB97M-V/def2-TZVPD" smiles="C#CC1=C(C[C@H](C)Cl)C(=O)OC1=O.CCOS(C)(=O)=O.CCOS(C)(=O)=O" max_force_ha_per_bohr=0.0117 charge=0 molar_mass_g_mol=446.93 gap_ev=8.9550 e_homo_ev=-10.09
C -5.0607 -0.5915 0.6965
C -5.0324 0.5621 1.0121
C -5.3313 1.8594 1.4947
C -5.3507 2.2755 2.7654
C -5.0242 1.6017 4.0481
C -3.5250 1.4027 4.3221
C -2.6381 2.5652 3.8963
Cl -2.9100 -0.1292 3.6301
C -5.8201 3.6939 2.7401
O -5.9960 4.4047 3.6733
O -6.0259 4.0729 1.4375
C -5.7275 3.0033 0.6238
O -5.7915 3.0448 -0.5566
H -5.0902 -1.6135 0.4156
H -5.4992 0.6210 4.0308
H -5.4446 2.1700 4.8732
H -3.4185 1.2857 5.3952
H -2.9392 3.0184 2.9555
H -1.6273 2.1937 3.7486
H -2.5757 3.3248 4.6712
C 2.9037 -0.3702 0.6060
C 2.2372 0.7965 -0.0921
O 0.9750 0.4349 -0.6944
S -0.2872 0.2998 0.2629
C -1.5224 0.2882 -0.9899
O -0.4048 1.4978 1.0401
O -0.2598 -0.9767 0.9067
H 2.3407 -0.6844 1.4844
H 3.9067 -0.0866 0.9261
H 2.9764 -1.2241 -0.0667
H 2.0874 1.6391 0.5850
H 2.8553 1.1428 -0.9178
H -1.5135 1.2468 -1.5011
H -2.4779 0.1303 -0.4929
H -1.3128 -0.5265 -1.6778
C 7.3058 -3.3083 -2.9868
C 6.5935 -2.1922 -3.7241
O 5.3648 -2.6339 -4.3395
S 4.0946 -2.8203 -3.3992
C 2.8864 -2.9264 -4.6736
O 3.9009 -1.6167 -2.6481
O 4.1825 -4.0787 -2.7277
H 6.7425 -3.6298 -2.1120
H 8.2866 -2.9663 -2.6557
H 7.4334 -4.1750 -3.6349
H 6.3881 -1.3451 -3.0678
H 7.2065 -1.8300 -4.5470
H 2.8513 -1.9791 -5.2040
H 1.9331 -3.1300 -4.1913
H 3.1539 -3.7415 -5.3404

---

(8)
53
Properties=species:S:1:pos:R:3 method="wB97M-V/def2-TZVPD" max_force_ha_per_bohr=0.0211 charge=+2 molar_mass_g_mol=484.37 gap_ev="9.8251 / 9.5628" e_homo_ev="-15.30 / -15.30" spin_multiplicity=4 e_above_lowest_ev=0.240 s_squared=3.789
Cr -0.1816 0.4124 -0.0174
C 4.9527 1.2297 -0.7179
N 3.7073 1.5600 -0.0351
C 3.7400 2.6719 0.9223
C 2.5650 0.9542 -0.2318
O 1.5301 1.2885 0.4127
C 2.4493 -0.1770 -1.2498
O 1.0474 -0.3604 -1.4316
C 0.5760 -1.4751 -2.1798
C -0.8843 -1.6494 -1.7798
O -1.3627 -0.8983 -0.8863
N -1.5901 -2.5740 -2.3835
C -1.0106 -3.4362 -3.4142
C -3.0032 -2.7664 -2.0505
H 5.7355 1.0752 0.0226
H 4.8625 0.3213 -1.3076
H 5.2497 2.0508 -1.3704
H 3.3861 2.3445 1.8979
H 4.7602 3.0311 1.0057
H 3.0968 3.4824 0.5815
H 2.9132 0.0915 -2.1993
H 2.9039 -1.0896 -0.8530
H 0.6737 -1.2757 -3.2488
H 1.1327 -2.3817 -1.9242
H -0.7265 -2.8623 -4.2973
H -0.1387 -3.9737 -3.0399
H -1.7528 -4.1693 -3.7105
H -3.3563 -1.9337 -1.4531
H -3.5827 -2.8215 -2.9698
H -3.1316 -3.6958 -1.4952
F 0.1781 2.0353 -2.3284
C -0.6608 1.9239 -1.2578
F -0.5189 3.0924 -0.5374
C -2.0997 1.9248 -1.7984
F -2.9268 1.5432 -0.7873
F -2.5208 3.0976 -2.2284
F -2.2188 1.0441 -2.8006
C -0.6562 -2.1111 4.0424
N -1.1153 -0.8221 3.5149
C -1.9581 -0.0207 4.2271
C -2.3816 1.1693 3.7505
C -1.9347 1.5825 2.4617
N -1.1431 0.7573 1.7549
C -0.7088 -0.4191 2.2771
O 0.0709 -1.0894 1.5669
N -2.2702 2.7558 1.9597
H -0.5996 -2.0578 5.1258
H 0.3246 -2.3332 3.6363
H -1.3444 -2.9049 3.7542
H -2.2545 -0.3907 5.1985
H -3.0329 1.8044 4.3309
H -2.8688 3.3781 2.4757
H -1.9208 3.0666 1.0659